Record 1
Below is C23H19AsIN2PRhS4 as an isolated structure in a non-equilibrium geometry, with properties calculated with ωB97M-V/def2-TZVPD.

```
52
Properties=species:S:1:pos:R:3:mulliken_charge:R:1
Rh 1.455 1.468 -0.011 0.43
S -0.534 4.358 3.172 -0.56
As 1.263 3.658 2.351 0.48
S 1.367 1.419 2.252 -0.37
S 1.279 3.704 0.109 -0.34
S 3.050 4.418 3.149 -0.57
I 3.315 -1.087 0.390 0.16
C 4.422 0.586 -0.217 0.47
C 5.806 0.618 -0.113 -0.53
C 6.448 1.752 -0.576 -0.18
C 5.705 2.789 -1.114 -0.67
C 4.327 2.667 -1.146 -0.28
N 3.704 1.577 -0.698 -0.15
H 6.346 -0.210 0.323 0.35
H 7.527 1.828 -0.506 0.37
H 6.176 3.687 -1.489 0.37
H 3.686 3.459 -1.510 0.39
N -0.160 0.908 -0.899 -1.11
P -1.143 -0.196 -0.377 1.50
C -2.308 -0.574 -1.726 0.27
C -3.635 -0.944 -1.529 -0.37
C -4.473 -1.171 -2.615 -0.70
C -3.992 -1.035 -3.909 -0.41
C -2.673 -0.652 -4.117 -0.66
C -1.839 -0.410 -3.034 -0.40
C -0.371 -1.807 0.027 0.11
C -0.083 -2.168 1.343 0.26
C 0.649 -3.320 1.615 -0.86
C 1.113 -4.113 0.574 -0.41
C 0.854 -3.747 -0.743 -0.64
C 0.120 -2.601 -1.011 -0.41
C -2.143 0.179 1.078 0.64
C -2.139 1.485 1.561 -0.79
C -2.910 1.814 2.674 -0.63
C -3.692 0.850 3.287 -0.54
C -3.703 -0.458 2.810 -0.86
C -2.925 -0.793 1.715 -0.14
H -4.028 -1.044 -0.526 0.31
H -5.508 -1.443 -2.447 0.40
H -4.647 -1.214 -4.753 0.37
H -2.296 -0.526 -5.126 0.38
H -0.824 -0.061 -3.181 0.42
H -0.410 -1.535 2.159 0.40
H 0.861 -3.591 2.642 0.37
H 1.684 -5.009 0.787 0.36
H 1.235 -4.350 -1.559 0.38
H -0.067 -2.314 -2.039 0.36
H -1.523 2.239 1.085 0.46
H -2.857 2.824 3.056 0.32
H -4.290 1.112 4.153 0.39
H -4.308 -1.213 3.296 0.38
H -2.912 -1.819 1.363 0.52
```

Its gap between HOMO and LUMO is 5.9 eV. As for the total charge: -1. The calculation puts the energy above the lowest of the compared OMol25 structures with the same formula, charge and spin at 24.6 kcal/mol. As for the multiplicity: 1. The calculation puts the HOMO energy at -3.931 eV.



Record 2
Below is a 4-piece molecular cluster, C23H19BrF37O8PS overall in a non-equilibrium geometry, with properties calculated with ωB97M-V/def2-TZVPD.

```
90
Properties=species:S:1:pos:R:3:mulliken_charge:R:1
O 3.381 -4.294 3.070 -0.38
C 2.855 -3.401 2.589 -0.01
Br 2.199 -1.977 3.743 -0.18
C 2.648 -3.370 1.063 0.86
O 3.669 -2.574 0.423 -0.29
P 3.300 -2.335 -1.159 0.74
O 4.485 -2.579 -1.946 -0.77
O 2.129 -3.345 -1.663 -0.50
O 2.838 -0.799 -1.417 -0.11
C 2.302 -0.157 -0.225 -0.11
C 1.452 1.074 -0.548 -1.18
C 0.025 0.730 -1.055 1.13
F -0.325 1.738 -1.879 -0.36
F 0.092 -0.417 -1.777 -0.21
C -0.923 0.637 0.181 0.29
F -0.314 0.140 1.262 -0.17
F -1.238 1.911 0.486 -0.33
C -2.315 -0.079 -0.122 0.42
F -2.571 0.165 -1.410 -0.10
F -3.215 0.575 0.610 -0.31
C -2.268 -1.582 0.268 0.61
F -2.402 -1.628 1.588 -0.34
F -1.096 -2.159 0.022 -0.19
S -3.618 -2.677 -0.473 1.39
F -4.641 -1.475 -0.611 -0.30
F -3.037 -2.494 -1.941 -0.27
F -2.670 -3.957 -0.270 -0.31
F -4.217 -2.979 0.987 -0.32
F -4.733 -3.639 -1.068 -0.29
H 1.636 -2.994 0.816 -0.37
H 2.671 -4.417 0.722 0.40
H 1.297 -2.837 -1.676 0.39
H 1.799 -0.864 0.457 0.06
H 3.180 0.201 0.340 0.61
H 1.946 1.723 -1.272 0.01
H 1.403 1.671 0.377 0.46
F 4.589 5.653 -3.256 -0.20
C 5.174 6.617 -2.513 0.10
F 5.940 7.354 -3.353 -0.28
C 6.044 6.027 -1.405 0.83
F 7.067 5.316 -1.926 -0.27
F 6.607 7.072 -0.735 -0.33
C 5.315 5.170 -0.357 -0.69
O 5.372 3.761 -0.536 -0.38
C 4.440 3.171 -1.369 0.68
F 3.498 4.067 -1.723 -0.31
F 3.806 2.225 -0.625 -0.27
C 5.087 2.493 -2.576 0.30
F 5.771 3.385 -3.317 -0.24
F 4.131 1.952 -3.366 -0.24
H 4.399 7.269 -2.101 0.29
H 5.839 5.338 0.584 0.43
H 4.296 5.516 -0.176 0.32
H 5.774 1.706 -2.256 0.26
F -0.655 -3.736 7.914 -0.23
C -0.267 -3.283 6.705 0.08
F 1.088 -3.319 6.685 -0.25
C -0.750 -1.856 6.452 0.93
F -0.201 -0.999 7.338 -0.29
F -0.287 -1.481 5.221 -0.26
C -2.275 -1.654 6.429 -0.73
O -2.870 -1.167 7.621 -0.42
C -3.214 -2.085 8.603 0.77
F -3.074 -3.343 8.142 -0.28
F -4.532 -1.910 8.845 -0.30
C -2.441 -1.850 9.900 0.20
F -1.112 -1.961 9.696 -0.21
F -2.789 -2.776 10.823 -0.26
H -0.635 -3.966 5.933 0.28
H -2.460 -0.865 5.700 0.38
H -2.801 -2.527 6.039 0.36
H -2.649 -0.855 10.299 0.24
F -2.714 1.749 -5.294 -0.23
C -1.747 0.824 -5.469 0.64
F -0.731 1.434 -6.127 -0.29
C -2.244 -0.372 -6.282 0.79
F -2.594 0.009 -7.530 -0.28
F -1.192 -1.228 -6.425 -0.32
C -3.394 -1.184 -5.660 -0.54
O -4.704 -0.896 -6.127 -0.40
C -5.395 0.149 -5.532 0.79
F -4.729 0.600 -4.451 -0.24
F -6.556 -0.372 -5.077 -0.30
C -5.713 1.264 -6.528 0.15
F -4.584 1.781 -7.053 -0.22
F -6.368 2.271 -5.905 -0.26
H -1.375 0.507 -4.490 -0.18
H -3.228 -2.218 -5.963 0.47
H -3.346 -1.201 -4.570 0.15
H -6.334 0.887 -7.344 0.26
```

Its gap between HOMO and LUMO is 10.5 eV. As for the total charge: 0. The calculation puts the energy above the lowest of the compared OMol25 structures with the same formula, charge and spin at 46.2 kcal/mol. As for the multiplicity: 1. The calculation puts the HOMO energy at -10.901 eV.



Record 3
Below is C23H19Cl2F3GaN6O2S2 as an isolated structure, with properties calculated with ωB97M-V/def2-TZVPD.

```
58
Properties=species:S:1:pos:R:3:mulliken_charge:R:1
Ga 0.124 -0.401 -0.777 1.10
C -4.527 -4.684 -1.268 -1.26
C -4.379 -3.213 -1.188 0.91
N -5.331 -2.347 -1.143 -0.81
N -4.697 -1.142 -1.055 0.28
C -3.366 -1.227 -1.030 0.15
S -2.312 0.092 -0.947 -0.17
N -3.150 -2.565 -1.116 0.24
N -1.886 -3.117 -1.137 -0.71
H -5.580 -4.924 -1.383 0.35
H -4.161 -5.154 -0.352 0.32
H -3.969 -5.093 -2.110 0.33
H -5.235 -0.293 -1.013 0.16
H -1.640 -3.410 -2.075 0.30
H -1.831 -3.910 -0.512 0.24
F 5.364 -3.890 -1.453 -0.29
C 4.060 -3.603 -1.334 0.67
F 3.489 -3.803 -2.532 -0.21
F 3.523 -4.494 -0.478 -0.22
C 3.860 -2.196 -0.839 -0.23
C 4.944 -1.422 -0.475 -0.16
C 4.739 -0.128 -0.016 -1.13
C 3.448 0.337 0.072 0.07
N 2.387 -0.410 -0.251 -0.02
C 2.575 -1.648 -0.722 0.38
S 1.097 -2.453 -1.145 -0.61
H 5.945 -1.824 -0.560 0.54
H 5.569 0.509 0.251 0.45
H 3.255 1.345 0.416 0.32
Cl 2.015 3.758 1.668 -0.13
C 1.568 2.324 2.526 0.71
C 1.993 2.136 3.829 -0.60
C 1.636 0.980 4.504 -0.63
C 0.869 0.008 3.881 -0.58
C 0.462 0.218 2.577 1.16
Cl -0.473 -0.989 1.757 -0.05
C 0.789 1.370 1.874 -2.06
N 0.382 1.549 0.512 1.08
C -0.743 2.448 0.294 0.13
C -1.738 2.533 1.258 -0.47
C -2.854 3.322 1.041 -0.94
C -2.976 4.019 -0.150 -0.80
C -1.978 3.929 -1.106 -1.04
C -0.836 3.156 -0.910 1.31
C 0.245 3.176 -1.974 -0.84
C 0.998 1.868 -2.163 0.17
O 2.207 1.833 -2.226 -0.60
O 0.206 0.809 -2.190 -0.33
H 2.599 2.893 4.308 0.50
H 1.963 0.832 5.524 0.43
H 0.592 -0.899 4.400 0.50
H 1.180 1.941 0.016 0.38
H -1.640 1.972 2.179 0.47
H -3.619 3.390 1.803 0.46
H -3.843 4.640 -0.334 0.44
H -2.078 4.479 -2.034 0.44
H 0.979 3.953 -1.759 0.38
H -0.221 3.422 -2.929 0.50
```

Its gap between HOMO and LUMO is 9.0 eV. As for the total charge: +1. As for the multiplicity: 1. The calculation puts the HOMO energy at -11.377 eV.



Record 4
Below is C23H19Cl2N6O3SV as an isolated structure in a non-equilibrium geometry, with properties calculated with ωB97M-V/def2-TZVPD.

```
55
Properties=species:S:1:pos:R:3:mulliken_spin:R:1
V 0.272 0.358 0.287 1.31
Cl -5.921 2.462 1.106 0.00
C -4.194 2.458 1.067 0.00
C -3.553 1.551 0.232 0.00
C -2.177 1.528 0.194 -0.02
N -1.336 0.688 -0.606 -0.05
C -1.391 0.717 -1.993 -0.01
O -2.372 0.751 -2.686 -0.01
C 0.013 0.816 -2.553 0.02
C 0.268 0.959 -3.898 0.00
C 1.577 1.183 -4.299 0.00
C 2.573 1.257 -3.340 0.00
C 2.239 1.084 -2.008 0.01
N 0.982 0.866 -1.623 -0.05
C -1.418 2.416 0.971 0.01
C -2.055 3.320 1.799 0.00
C -3.445 3.332 1.844 0.00
Cl -4.209 4.470 2.893 0.00
N -0.013 2.206 0.856 -0.02
C 0.927 2.981 1.465 0.00
O 0.854 4.145 1.783 0.00
C 2.126 2.132 1.860 0.01
C 3.114 2.644 2.669 0.00
C 4.005 1.765 3.266 0.01
C 3.845 0.406 3.058 0.00
C 2.846 -0.026 2.205 0.02
N 2.024 0.818 1.570 -0.03
H -4.133 0.883 -0.390 0.00
H -0.562 0.916 -4.590 0.00
H 1.816 1.311 -5.347 0.00
H 3.603 1.447 -3.609 0.00
H 2.987 1.119 -1.226 0.00
H -1.494 4.030 2.388 0.00
H 3.128 3.711 2.848 0.00
H 4.783 2.131 3.923 0.00
H 4.473 -0.321 3.552 0.00
H 2.683 -1.079 2.031 0.00
S -0.124 -2.261 -1.706 0.01
C -1.170 -3.347 -0.889 0.00
N -1.314 -3.511 0.411 0.00
C -2.336 -4.517 0.729 0.00
C -2.849 -4.937 -0.667 0.00
N -1.981 -4.159 -1.561 0.00
H -0.906 -2.848 1.059 0.00
H -3.121 -4.078 1.341 0.00
H -1.888 -5.347 1.270 0.00
H -3.891 -4.665 -0.824 0.00
H -2.728 -6.002 -0.845 0.00
H -2.010 -4.194 -2.566 0.00
C 2.298 -2.055 -0.466 0.00
C 0.913 -1.483 -0.295 -0.15
O 0.269 -1.437 0.888 -0.05
H 2.334 -3.122 -0.231 0.00
H 3.028 -1.540 0.155 -0.01
H 2.610 -1.931 -1.503 0.00
```

Its gap between HOMO and LUMO (spin up / spin down) is 7.0 / 7.2 eV. As for the total charge: +1. The calculation puts the energy above the lowest of the compared OMol25 structures with the same formula, charge and spin at 3.4 kcal/mol. As for the multiplicity: 2. The calculation puts the HOMO energy (spin up / spin down) at -10.237 / -10.284 eV.



no.,DFT total energy (a.u.)
1,-5575.5892
2,-8498.3636
3,-5307.9481
4,-3704.5940